1.
A cluster of 11 separate species, C66H150BN10O24 in total at a distorted geometry, computed with ωB97M-V/def2-TZVPD.

The strongest force on any atom is 2.79 eV/Å. Its net charge is -1. The energy relative to the best compared isomer or geometry (same formula, charge and spin) is 0.0 kJ/mol.

Last column: Löwdin charge in e.
Element x y z (Å)
C -3.721 -6.190 -1.501  -0.213
H -1.988 -4.426 1.454  0.064
H -2.803 3.383 6.296  0.066
C 2.083 1.818 -0.808  -0.364
C -1.822 -10.298 -1.042  -0.234
C -2.580 1.588 -2.967  -0.188
H -3.024 8.843 0.702  0.115
H -2.543 0.999 -4.809  0.105
H 1.872 2.955 3.232  0.054
H 1.018 3.790 5.012  0.032
H 1.218 6.679 -2.750  0.135
H -1.862 5.452 1.033  0.071
C 1.187 -1.335 -3.658  -0.195
H -4.328 -3.589 0.414  0.117
H -1.765 5.519 -4.502  0.083
H 7.221 4.713 3.778  0.082
C 8.246 0.480 -4.415  -0.122
H -0.724 -5.441 1.834  0.082
H 4.712 4.812 -4.841  0.074
H 4.987 -1.769 1.894  0.066
C -1.794 2.923 -2.851  -0.201
H -0.332 5.885 0.303  0.061
O -4.602 0.536 5.543  -0.017
H 2.885 0.533 -7.058  0.088
C 3.257 6.004 -2.823  -0.196
H 2.854 8.033 -0.992  0.072
H -4.224 5.169 4.497  0.117
H 1.069 5.365 2.798  0.117
H 2.638 6.562 -0.038  0.071
C 3.403 -5.079 -0.734  -0.048
H 6.322 -3.675 2.134  0.099
N -2.766 -9.124 0.840  -0.047
H -3.821 2.191 7.083  0.074
H -4.104 8.331 2.572  0.111
H -0.710 -9.224 0.428  0.113
O -6.133 1.192 -3.111  -0.174
H -0.023 1.583 3.324  0.094
C -2.961 7.771 0.923  -0.228
C -1.579 -9.891 0.411  -0.202
H -2.185 1.565 2.324  0.128
O 0.035 -2.666 1.683  0.151
H -1.007 -7.246 -1.596  0.075
H -0.652 -3.177 -2.824  0.104
H -0.777 -7.733 2.260  0.116
H -3.069 -6.727 -0.790  0.070
N -3.902 -4.811 -1.147  -0.033
H -2.665 -2.767 -7.749  0.081
H 5.571 -0.243 1.335  0.084
H 3.061 -0.289 -3.861  0.112
H -2.996 -4.373 -1.018  0.076
H -8.357 6.644 4.035  0.086
H -8.426 6.428 5.827  0.083
C -0.793 -11.814 -2.543  -0.130
H 1.185 5.374 5.397  0.055
H 1.569 4.369 -2.478  0.065
C -0.924 -1.517 -0.255  -0.364
C 2.523 -1.101 -4.359  -0.215
N 0.387 -2.304 -4.409  -0.035
H 6.089 -5.136 -0.529  0.120
O 1.623 6.951 4.073  -0.215
C 6.757 -2.627 0.333  -0.136
C 1.970 6.250 -2.083  -0.410
C -1.398 6.101 0.290  -0.065
H 7.394 -2.856 -0.530  0.109
C -1.880 5.155 -3.475  -0.130
C 1.955 5.791 3.279  -0.188
C -3.120 0.091 3.706  -0.500
H 3.526 5.350 -6.031  0.087
H -1.588 -4.309 -4.596  0.105
C -4.297 0.228 2.759  -0.043
C -3.293 7.621 2.413  -0.200
C -2.931 -2.829 -6.693  -0.114
C 6.606 2.145 -3.803  -0.216
H 8.275 5.372 2.607  0.080
C 3.390 -0.137 -6.353  -0.121
H 3.547 5.151 4.631  0.132
H -4.677 0.097 -2.047  0.115
H 7.749 2.704 -1.683  0.098
H -1.137 2.849 4.981  0.100
H -6.174 5.860 3.055  0.123
H -6.766 -4.110 0.452  0.114
H -5.215 -0.291 3.047  0.082
O -0.514 -0.381 -0.862  0.204
H -1.089 -5.753 -0.654  0.077
C 6.596 -3.942 1.104  -0.183
H 2.514 -3.437 1.096  0.064
H -1.379 -10.817 0.947  0.123
C -2.787 2.430 6.826  -0.025
H -5.209 0.956 4.923  0.088
C 4.955 -1.096 1.036  -0.006
C 5.913 -1.059 -1.354  -0.030
H 7.434 -0.142 -4.809  0.087
C -1.760 -5.241 2.141  -0.105
C 2.224 7.149 -0.861  -0.048
C 0.098 -1.779 0.892  -0.394
C 0.716 7.794 3.386  -0.105
H -3.700 -8.509 2.590  0.108
C -0.813 -6.164 -1.623  -0.059
H 1.316 7.650 -0.511  0.067
H -3.419 -1.778 4.791  0.078
H 6.662 2.846 -4.641  0.116
H 7.538 -4.453 1.320  0.104
C -0.744 0.975 3.881  -0.171
H 5.852 1.479 -4.259  0.101
H 2.360 -4.752 -0.772  0.070
H 0.859 -3.171 -4.623  0.121
C -1.919 0.718 2.952  -0.108
H -4.820 0.302 -5.062  0.118
H -2.190 -9.416 -1.579  0.104
O 1.011 -0.814 0.939  0.220
H -4.435 -5.341 0.829  0.101
H -8.037 5.068 4.805  0.087
C -2.909 -6.298 -2.819  -0.180
H 3.156 -4.988 1.743  0.086
H 3.100 -2.032 -4.271  0.123
H -6.906 0.833 -1.240  0.087
C -4.349 6.169 4.079  -0.201
H 3.768 -5.210 -1.751  0.092
H -2.401 7.937 2.972  0.108
H -1.407 -0.043 2.353  0.104
O -6.675 -6.040 -0.313  -0.208
H -3.724 7.333 0.272  0.126
H -1.722 3.215 -1.797  0.116
H -7.476 -7.607 0.650  0.086
H -2.740 -7.341 -3.092  0.113
H 5.403 -5.800 0.981  0.117
H 7.432 5.058 0.293  0.122
H -2.478 5.947 -3.009  0.071
C -6.155 -4.712 -0.233  -0.204
C -1.073 1.773 5.154  -0.139
H 6.434 2.139 0.162  0.110
O 1.751 0.585 -1.015  0.235
H -4.651 -6.746 -1.379  0.122
N -3.591 6.269 2.851  -0.070
C -2.782 -1.392 3.989  -0.016
C 5.593 -4.892 0.413  -0.120
C 4.272 -4.154 0.125  -0.506
N 6.861 3.188 -1.639  -0.056
H 3.888 -3.425 2.195  0.069
H 0.224 -6.100 -1.939  0.089
H 1.192 8.413 2.628  0.091
H 5.060 -0.549 -1.806  0.074
H 3.262 -6.009 -0.178  0.082
H -7.803 0.056 -2.582  0.083
O 2.324 -0.790 -5.721  -0.180
H -5.833 -7.197 1.148  0.076
H 5.370 3.391 -0.263  0.113
H -5.739 -0.771 -3.097  0.119
H -2.672 -10.987 -1.051  0.122
H 8.859 -0.271 -3.907  0.084
O -0.620 -10.861 -1.538  -0.183
O 6.574 4.199 1.901  -0.201
C 2.814 3.440 3.485  -0.063
H -2.922 -3.070 -4.314  0.108
H 4.370 6.548 -5.010  0.084
C 5.880 2.568 -2.517  -0.203
H 0.205 -12.162 -2.812  0.088
H -3.471 -3.768 -6.547  0.084
C -1.849 0.039 6.709  -0.041
H 8.257 3.582 0.891  0.122
H 3.424 2.833 4.156  0.081
O 1.041 3.481 0.747  0.107
C 1.044 2.397 0.222  -0.381
H -1.827 -4.910 3.178  0.094
C -0.856 -2.545 -3.699  -0.200
O -2.515 3.888 -3.619  -0.169
C 6.441 3.166 -0.238  -0.196
H 7.404 -1.936 0.880  0.119
H 4.990 3.186 -2.621  0.095
H 1.307 -1.614 -2.606  0.100
H -6.434 -4.311 -1.207  0.121
O -1.663 -5.639 -2.650  -0.227
O 3.370 -2.337 -1.149  -0.010
H -7.946 1.755 -2.443  0.086
O -1.787 -2.248 -0.597  0.161
N -3.297 1.373 -4.234  -0.026
N 1.683 4.489 5.320  0.048
H -1.108 -11.306 -3.472  0.087
O -1.720 -2.789 -5.951  -0.211
H 3.949 -0.669 0.993  0.080
H -2.841 -2.071 3.140  0.077
H 3.362 3.433 2.538  0.074
H 0.670 -0.371 -3.672  0.121
H -3.346 1.628 -2.194  0.105
N 4.534 -2.913 -0.614  -0.097
H -3.689 -0.774 -4.341  0.095
H 6.629 6.047 2.707  0.086
H -2.841 5.623 2.692  0.086
H -2.481 -0.844 6.818  0.075
B 0.666 0.132 -0.132  -0.897
C -6.805 -6.772 0.865  -0.127
C -2.345 1.270 5.904  -0.463
H -3.878 6.828 4.824  0.117
H -0.222 1.601 5.816  0.115
H -0.924 -0.414 6.338  0.070
H -2.753 -8.314 0.234  0.063
H -3.493 -5.702 -3.519  0.116
C 3.922 5.548 -5.034  -0.118
C 5.475 -1.887 -0.168  -0.494
H 3.789 6.963 -2.912  0.117
H -1.329 -1.644 -3.302  0.100
O -6.547 6.446 5.040  -0.189
O 2.913 2.456 -1.404  0.128
H -1.838 6.030 -0.705  0.076
C 3.405 -3.987 1.397  -0.015
H 6.463 -1.589 -2.131  0.087
H -4.536 1.294 2.688  0.091
H -3.452 -1.903 -6.433  0.074
H -1.801 -1.431 4.466  0.067
H -1.834 0.815 -2.750  0.100
H 3.944 0.583 -5.736  0.068
C -1.886 -3.257 -4.593  -0.188
C -1.820 -7.571 2.559  -0.232
C -7.234 0.946 -2.277  -0.127
H 1.890 4.551 -0.951  0.037
O -1.606 7.490 0.611  -0.209
H 2.920 -1.963 -0.367  0.073
H -1.754 -7.429 3.645  0.121
C -5.814 6.531 3.850  -0.244
H -0.915 5.305 -2.985  0.056
C -2.698 -8.787 2.260  -0.197
O 7.773 1.422 -3.506  -0.186
C -4.670 -4.568 0.081  -0.178
C 7.280 4.046 0.695  -0.234
N 1.345 4.981 -1.694  0.058
H -0.150 7.198 3.078  0.068
O 2.850 5.531 -4.123  -0.184
C -4.198 0.178 -4.168  -0.189
N -3.365 0.869 4.921  -0.101
C 2.623 4.781 4.186  -0.394
O -2.435 -6.467 1.924  -0.215
C -5.160 0.161 -3.029  -0.250
H -2.327 -9.610 2.871  0.116
H 5.501 1.623 -2.109  0.088
H 0.214 8.437 4.117  0.084
H -7.249 -6.228 1.708  0.089
H 4.043 -0.876 -6.826  0.086
C -7.914 6.153 4.906  -0.117
H -0.142 0.132 4.225  0.113
H -1.558 -12.567 -2.331  0.087
H 3.983 5.342 -2.342  0.125
H -4.049 -0.167 1.774  0.087
H 2.603 6.224 2.508  0.123
C 7.222 5.135 2.772  -0.106
H -6.019 7.494 3.362  0.116
O 0.302 1.393 0.572  0.216
H -1.537 0.302 7.726  0.076
H 6.608 -0.285 -1.013  0.082
H 8.895 0.821 -5.226  0.083
H -0.753 2.892 -3.193  0.114
H -2.188 2.607 7.717  0.082

---

2.
An isolated molecule of C3HBrF7O2PS at a distorted geometry, computed with ωB97M-V/def2-TZVPD.

The strongest force on any atom is 7.17 eV/Å. The energy relative to the best compared isomer or geometry (same formula, charge and spin) is 216.2 kJ/mol.

Last column: Löwdin charge in e.
Element x y z (Å)
F -2.526 0.478 -1.448  0.117
F -2.096 -1.462 0.517  0.093
C 0.065 -1.073 -0.498  -0.390
C -1.855 0.806 -0.251  -0.343
F -0.721 -0.144 1.713  0.072
O 2.724 -1.472 -0.853  -0.364
F 0.024 -0.706 -1.852  0.067
H 1.867 1.914 -1.095  -0.074
F -1.066 1.949 -0.369  0.082
F -0.115 -2.484 -0.471  0.065
Br 1.448 2.387 1.864  0.239
O 2.036 -1.427 1.463  -0.351
F -2.894 1.144 0.655  0.097
S 1.801 -0.764 0.120  0.491
C -1.104 -0.449 0.399  -0.248
P 2.411 1.303 0.106  0.448

---

3.
A structure of composition C32H41As2BeF12N7 at a distorted geometry, computed with ωB97M-V/def2-TZVPD.

The strongest force on any atom is 5.06 eV/Å. The energy relative to the best compared isomer or geometry (same formula, charge and spin) is 1712.5 kJ/mol.

Last column: Löwdin charge in e.
Element x y z (Å)
C -1.635 5.558 4.626  -0.040
C -0.947 -7.287 -0.978  -0.002
H -1.950 -1.109 -7.991  0.105
H -7.634 -4.316 -1.462  0.112
C 1.358 -0.440 -8.075  -0.047
H -0.006 -1.022 -9.573  0.111
C -6.238 -2.284 -0.307  -0.197
H 7.124 6.407 -2.977  0.110
H 3.027 5.150 -3.000  0.094
C 0.153 -5.936 1.157  -0.059
C 6.326 5.825 -2.541  -0.093
C 5.988 -4.757 6.005  -0.102
As -2.442 -1.488 6.197  0.890
F 6.481 -1.745 -3.965  -0.303
C -4.783 5.375 -2.315  -0.240
H -0.714 -5.386 -1.949  0.104
H -2.660 5.763 4.899  0.114
H 5.843 3.158 -0.658  0.106
F -3.102 -3.024 5.507  -0.328
C -0.718 -0.529 -6.274  -0.129
H -7.500 7.527 -2.024  0.097
N 0.457 -0.117 -5.749  0.081
F 6.021 -4.354 -1.647  -0.281
H -6.179 8.483 -3.887  0.069
H -8.280 -2.021 -1.135  0.118
F -3.430 -1.954 7.662  -0.324
N 4.694 -1.879 3.695  0.126
C 5.032 6.023 -3.026  -0.061
H 5.009 -4.364 6.279  0.072
H 2.055 4.734 3.737  0.104
C -7.946 -4.059 -0.450  -0.279
F -1.878 0.005 7.013  -0.301
H 5.946 -5.467 5.179  0.071
H -0.044 -7.647 2.299  0.116
C 5.686 -2.420 3.977  -0.212
H -6.213 -5.127 0.447  0.073
N 4.279 4.088 -1.710  0.065
N -3.736 4.984 -2.046  0.123
H 6.303 -5.306 6.892  0.062
C -1.203 4.574 3.741  -0.098
H 7.727 -2.450 4.129  0.110
C -6.130 5.921 -2.622  -0.157
C -7.702 -2.590 -0.407  -0.220
C 1.468 -0.029 -6.732  -0.065
H 2.361 0.496 -6.426  0.107
C 7.077 -3.707 5.624  -0.265
F -3.884 -0.663 5.603  -0.300
C -0.743 -8.018 0.244  -0.024
H -8.117 -2.206 0.525  0.117
H 7.084 -2.848 6.295  0.105
F -1.626 -1.098 4.646  -0.323
H -1.593 -0.674 -5.659  0.100
N 0.098 4.225 3.378  0.077
C -7.237 -4.817 0.656  -0.110
N -5.069 -2.040 -0.282  0.122
F -0.961 -2.410 6.682  -0.312
H 8.027 -4.236 5.699  0.102
F 5.064 -3.775 -3.971  -0.318
F 4.751 -2.254 -2.079  -0.324
C 0.121 -0.858 -8.513  -0.079
H 4.893 6.876 -3.673  0.102
H -2.020 4.021 3.303  0.105
H -7.722 -5.761 0.904  0.071
H -4.690 8.349 -2.989  0.072
H -6.299 5.877 -3.698  0.113
C 4.043 5.120 -2.635  -0.110
Be 0.639 0.315 -0.185  0.900
C 1.042 5.002 3.996  -0.111
N -0.080 -5.132 0.025  0.099
H 7.667 4.696 -1.449  0.114
H 2.123 -0.129 -8.770  0.113
H -1.112 -9.028 0.343  0.110
H 0.481 -5.356 2.007  0.118
C -0.602 -5.901 -1.006  -0.084
C 6.939 -3.201 4.181  -0.192
C 5.589 3.995 -1.292  -0.123
C 0.742 5.938 5.000  -0.036
H -6.177 7.650 -1.008  0.104
H -5.934 9.473 -2.460  0.071
H -7.118 -4.273 1.593  0.084
H -9.023 -4.201 -0.353  0.112
H -0.865 6.828 6.137  0.108
C -0.599 6.181 5.315  -0.068
C -5.767 8.481 -2.878  -0.124
H -6.769 5.199 -2.112  0.106
C 6.628 4.783 -1.733  -0.080
C -0.955 -0.880 -7.640  -0.038
C -6.420 7.379 -2.035  -0.233
C -0.159 -7.289 1.287  -0.035
As 6.197 -3.040 -2.781  0.855
H -1.360 -7.883 -1.778  0.106
F 7.578 -3.910 -3.553  -0.309
H 7.143 -4.067 3.551  0.122
H 1.455 6.486 5.597  0.107
F 7.252 -2.183 -1.572  -0.319